Density functional theory data (ωB97M-V/def2-TZVPD) for C18H40N5OP3Sm as an isolated structure in a non-equilibrium geometry.

Atoms and positions in Å:
Sm (-0.106769, -0.304236, 0.403769)
P (0.707633, -2.640637, -0.893010)
P (2.580050, -0.125983, 1.293124)
P (-2.912781, 0.338215, -0.219497)
H (1.807127, 4.562267, 0.818135)
C (0.707847, 4.591493, 1.022139)
C (0.200682, 4.353534, 2.200861)
H (0.827033, 4.257788, 3.118905)
C (1.588141, -2.657403, -2.489284)
C (1.728822, -3.791331, 0.123039)
C (-0.765000, -3.675528, -1.234194)
C (2.877627, 1.493808, 2.090521)
C (2.806418, -1.243538, 2.736320)
C (4.109192, -0.416985, 0.344635)
C (-3.260019, 2.043339, 0.375298)
C (-4.175988, -0.603986, 0.715220)
C (-3.672454, 0.387715, -1.881991)
H (0.070349, 4.702973, 0.118729)
H (-0.897006, 4.384152, 2.402051)
H (1.896522, -3.694101, -2.717416)
H (2.478902, -2.015790, -2.412645)
H (0.925600, -2.286545, -3.286898)
H (1.812918, -4.742107, -0.420329)
H (1.242974, -3.976364, 1.086128)
H (2.725040, -3.375300, 0.296495)
H (-0.429677, -4.658531, -1.594905)
H (-1.392712, -3.192407, -1.994617)
H (-1.350495, -3.816703, -0.318780)
H (3.857377, 1.870911, 1.758984)
H (2.874279, 1.390556, 3.186276)
H (2.101022, 2.219857, 1.802735)
H (3.880487, -1.291107, 2.966253)
H (2.439323, -2.252694, 2.497133)
H (2.249459, -0.868028, 3.611803)
H (4.937748, -0.678211, 1.021890)
H (4.358753, 0.497705, -0.213558)
H (3.945180, -1.239494, -0.371046)
H (-3.970216, 2.558128, -0.289033)
H (-2.322955, 2.618746, 0.412704)
H (-3.675556, 2.001039, 1.391704)
H (-5.178207, -0.448262, 0.292233)
H (-4.163668, -0.295459, 1.768733)
H (-3.925507, -1.671898, 0.669376)
H (-4.698824, 0.785603, -1.833075)
H (-3.701446, -0.628129, -2.299013)
H (-3.071051, 1.016664, -2.554704)
C (0.063298, 1.033277, -2.770897)
C (0.741195, 0.424463, -3.828048)
C (0.424566, 0.773538, -5.132584)
C (-0.490871, 1.852490, -5.372569)
C (-0.971260, 2.568923, -4.278537)
C (-0.663591, 2.204483, -3.005966)
O (-0.098153, 0.443261, -1.522529)
H (0.295622, -0.864342, -1.430466)
H (1.457868, -0.401342, -3.584858)
H (0.837923, 0.207372, -5.973892)
H (-0.750418, 2.116880, -6.398503)
H (-1.645105, 3.412512, -4.472987)
H (-1.011925, 2.719594, -2.122834)
N (0.541364, 0.116139, 4.908348)
N (-0.607494, -0.182727, 4.202908)
N (-1.317075, -1.307515, 4.606854)
C (-1.803725, -1.775963, 3.458277)
N (-1.317808, -1.124059, 2.368259)
N (-0.501893, -0.156372, 2.847742)
H (0.832033, 1.073624, 4.665575)
H (0.384051, -0.008100, 5.896030)
H (-2.464746, -2.609880, 3.439512)

Atomic forces in eV per Å
-1.9081 1.7256 2.8297
0.3319 -2.2367 -2.0461
1.3441 -0.0317 1.0303
-1.5483 0.4841 0.1291
-1.0339 0.3031 0.3176
1.0298 -0.5692 -2.3176
-1.0360 -0.0143 2.3663
-0.4214 0.0361 -0.8692
0.1759 -0.1576 -0.1201
0.0359 0.6702 0.6129
-0.2480 0.4397 0.1546
-0.1674 0.5046 -0.0755
-0.3402 -0.3275 -0.0706
-0.0781 -0.1288 -0.5005
0.4176 0.2788 0.1530
0.1990 -0.3886 0.1110
0.4122 -0.2246 -0.4474
0.4537 0.1777 0.7618
0.9624 -0.0413 -0.3053
-0.1274 0.4616 0.0951
-0.1996 -0.2380 -0.1714
0.2772 -0.2229 0.2799
-0.1230 0.3295 -0.0622
0.1056 -0.0277 -0.1036
-0.0956 -0.1238 -0.0287
-0.0430 0.3043 0.0665
0.1041 -0.1938 0.1488
0.0164 -0.0552 -0.1728
-0.3487 -0.0118 0.2318
0.1034 0.0295 -0.4081
0.3530 -0.0698 0.1312
-0.3485 -0.0250 0.0577
0.2509 0.1810 0.2119
0.2545 -0.1993 -0.3858
-0.2974 0.1555 -0.2579
-0.0155 -0.3616 0.0700
0.2855 0.2852 0.2047
0.2279 -0.1907 0.2583
-0.3417 0.0895 -0.0172
0.1170 0.0763 -0.2960
0.2956 -0.0094 0.1865
-0.0760 -0.0807 -0.2572
-0.2733 0.1366 0.0063
0.3991 -0.1518 0.1275
-0.0620 0.2511 0.0119
-0.2169 -0.1899 0.1629
-0.3747 0.7768 -1.9834
0.2015 -1.3362 1.0021
-0.8278 1.2864 -0.5613
1.2455 -1.3200 0.3346
-0.4151 0.8460 -1.7799
0.1810 -1.2583 1.8309
2.1834 -2.2011 -0.0961
-0.0817 1.4858 -1.8738
-0.8230 0.8908 -0.5311
-0.0138 0.3710 0.3791
-0.0073 -0.0708 0.3932
0.4366 -0.2330 0.2382
-0.4358 0.2577 -0.0820
0.3017 1.3583 -0.2903
0.1446 -4.0488 -2.3017
0.1052 2.2300 -1.3472
1.0107 0.8847 0.5854
0.7305 0.8722 1.8201
-1.5003 -0.7308 1.7124
-0.2486 -0.3884 0.4767
-0.2557 0.1036 0.4381
-0.3596 -0.4241 -0.1681

HOMO-LUMO gap (alpha / beta): 6.223 / 6.308 eV
Net charge: +3
Multiplicity: 6
Energy above the lowest of the compared OMol25 structures with the same formula, charge and spin: 1.179 eV